C28H24CuN6O3S2 as an isolated structure, computed with ωB97M-V/def2-TZVPD.

Atoms and positions in Å:
Cu  -1.308  -0.497  1.028
C  -1.776  2.216  -6.825
O  -2.328  1.109  -6.149
C  -1.516  0.028  -5.956
C  -2.063  -1.019  -5.215
C  -1.319  -2.147  -4.944
C  -0.009  -2.255  -5.418
C  0.507  -1.236  -6.198
C  -0.226  -0.082  -6.455
N  0.787  -3.443  -5.277
N  0.870  -4.070  -4.204
C  0.331  -3.581  -2.983
C  -0.379  -4.490  -2.223
C  -1.061  -4.137  -1.063
C  -1.021  -2.823  -0.566
O  -1.635  -2.435  0.479
C  -0.160  -1.896  -1.295
N  -0.026  -0.674  -0.730
C  0.784  0.207  -1.266
C  1.543  -0.086  -2.413
C  1.414  -1.309  -3.007
C  0.520  -2.265  -2.473
H  -2.547  2.982  -6.836
H  -1.505  1.964  -7.855
H  -0.893  2.600  -6.306
H  -3.075  -0.918  -4.845
H  -1.749  -2.942  -4.349
H  1.506  -1.347  -6.602
H  0.217  0.706  -7.048
H  -0.436  -5.509  -2.589
H  -1.637  -4.871  -0.515
H  0.865  1.154  -0.747
H  2.230  0.653  -2.804
H  2.012  -1.561  -3.873
O  0.867  1.174  1.575
N  0.397  2.211  2.239
C  1.239  3.260  2.423
C  0.894  4.360  3.152
C  -0.377  4.393  3.737
C  -1.230  3.346  3.523
C  -0.876  2.227  2.736
S  -2.008  0.969  2.486
H  2.199  3.114  1.952
H  1.609  5.161  3.276
H  -0.684  5.231  4.349
H  -2.221  3.333  3.953
N  0.968  -2.091  2.441
C  0.891  -1.735  3.745
S  0.686  -2.887  4.941
N  1.069  -0.405  3.932
C  0.871  0.349  5.103
C  -0.175  0.100  5.988
C  -0.364  0.933  7.078
C  0.466  2.027  7.293
C  1.497  2.282  6.402
C  1.704  1.442  5.318
H  0.633  -3.012  2.214
H  0.906  -1.378  1.726
H  1.169  0.132  3.063
H  -0.833  -0.735  5.805
H  -1.182  0.733  7.759
H  0.305  2.677  8.144
H  2.149  3.134  6.550
H  2.513  1.630  4.622

Atoms 1-2, force components in eV/Å:
Cu 0.1216 0.0456 -0.1519
C -0.0025 -0.0058 -0.0003

Calculated values
E_HOMO in Eh: -0.1640
ΔE to the lowest compared entry with this formula, charge and spin in kJ/mol: 2.4
E_LUMO in eV: 2.32
Largest force on an atom in Eh/bohr: 0.005
Total energy in eV: -110820.3192
Charge: -1


A 2-piece molecular cluster, C5H11NO3 overall in a non-equilibrium geometry, computed with ωB97M-V/def2-TZVPD.

Atoms and positions in Å:
C  -2.089  2.050  -0.257
N  -2.060  0.819  -0.539
C  -1.613  -0.098  0.477
O  -1.324  0.243  1.643
O  -2.156  -1.323  0.276
H  -2.364  2.748  -1.040
H  -1.896  2.436  0.747
H  -2.515  -1.356  -0.622
C  1.850  0.574  -0.826
C  1.105  -0.306  0.163
C  1.381  -1.799  0.036
O  1.147  0.163  1.428
H  1.544  1.612  -0.715
H  1.698  0.241  -1.851
H  2.917  0.517  -0.605
H  -0.099  -0.213  -0.140
H  1.259  -2.136  -0.993
H  2.406  -1.992  0.355
H  0.696  -2.356  0.674
H  0.113  0.178  1.789

Atoms 1-2, force components in eV/Å:
C -0.1064 -0.0752 0.3880
N 0.7768 -0.3031 -0.6581

Calculated values
E_HOMO in Eh: -0.3588
ΔE to the lowest compared entry with this formula, charge and spin in kJ/mol: 247.0
E_LUMO in eV: -0.37
Largest force on an atom in Eh/bohr: 0.063
Total energy in eV: -12994.2914
SMILES: C=NC(=O)O.CC(C)O


C6H6FNO2 as an isolated structure in a non-equilibrium geometry, computed with ωB97M-V/def2-TZVPD.

Atoms and positions in Å:
C  -0.021  -0.110  1.196
C  -0.031  -0.001  -1.263
C  1.129  0.602  1.174
C  1.125  0.616  -1.279
C  -0.795  -0.419  -0.037
C  1.898  0.859  -0.001
N  2.880  -0.748  0.110
O  2.286  -1.674  0.583
O  4.023  -0.596  -0.156
F  2.821  1.820  -0.025
H  -0.392  -0.575  2.056
H  -0.555  -0.145  -2.191
H  1.630  0.746  2.152
H  1.538  0.853  -2.293
H  -1.133  -1.339  -0.256
H  -1.692  0.168  -0.121

Atoms 1-2, force components in eV/Å:
C 0.9530 0.5089 -1.7177
C -1.0784 -0.0451 0.3840

Calculated values
E_HOMO in Eh: -0.3337
ΔE to the lowest compared entry with this formula, charge and spin in kJ/mol: 249.6
E_LUMO in eV: 0.34
Largest force on an atom in Eh/bohr: 0.086
Total energy in eV: -14616.8469


A 3-piece molecular cluster, C2H10ClN4 overall in a non-equilibrium geometry, computed with ωB97M-V/def2-TZVPD.

Atoms and positions in Å:
C  0.756  0.386  1.438
C  0.987  -0.730  -1.150
N  -0.303  0.091  2.099
N  2.085  -1.337  -1.582
N  0.053  -0.677  -2.052
N  -2.221  1.333  0.761
Cl  2.242  -0.231  1.855
H  0.807  1.246  0.820
H  -1.182  0.433  1.593
H  -0.305  -0.856  2.598
H  2.648  -1.702  -0.908
H  2.121  -1.842  -2.496
H  0.226  -1.024  -3.034
H  -0.625  0.088  -2.059
H  -3.219  1.305  1.061
H  -2.001  2.163  1.230
H  -2.066  1.355  -0.172

Atoms 1-2, force components in eV/Å:
C 0.5527 -0.0190 0.8159
C 0.7592 0.4084 1.0513

Calculated values
E_HOMO in Eh: -0.4584
ΔE to the lowest compared entry with this formula, charge and spin in kJ/mol: 155.1
E_LUMO in eV: -3.90
Largest force on an atom in Eh/bohr: 0.096
Total energy in eV: -20711.0071
Charge: +1


C16H16Cl3F5ORu as an isolated structure in a non-equilibrium geometry, computed with ωB97M-V/def2-TZVPD.

Atoms and positions in Å:
C  1.845  -0.007  -0.799
C  2.216  1.174  -0.091
C  1.203  2.159  -0.241
C  3.455  1.396  0.652
C  0.221  1.649  -1.103
C  0.552  0.283  -1.418
C  0.050  -0.450  -2.620
C  2.795  -1.012  -1.328
C  1.244  3.503  0.352
C  -0.861  2.421  -1.759
Ru  0.550  -0.454  0.802
Cl  1.063  0.431  2.762
Cl  1.839  -2.364  1.229
Cl  -1.454  0.862  1.307
H  4.075  0.492  0.653
H  3.218  1.723  1.678
H  4.083  2.179  0.194
H  1.377  3.421  1.437
H  0.336  4.040  0.080
H  2.089  4.069  -0.039
H  -1.456  2.958  -1.014
H  -1.501  1.780  -2.392
H  -0.405  3.171  -2.421
H  -1.030  -0.266  -2.794
H  0.257  -1.533  -2.520
H  0.563  -0.118  -3.542
H  3.495  -1.305  -0.535
H  3.340  -0.525  -2.147
H  2.272  -1.905  -1.708
O  -0.517  -2.238  -0.140
H  -0.861  -2.075  -1.058
F  -2.782  -0.554  -0.649
C  -2.769  -1.334  0.453
C  -1.473  -1.870  0.934
C  -1.729  -2.506  2.246
F  -0.746  -2.673  3.134
C  -2.967  -2.917  2.732
F  -3.036  -3.917  3.665
C  -4.103  -2.351  2.149
F  -5.326  -2.754  2.545
C  -4.015  -1.554  0.982
F  -5.109  -1.031  0.331

Atoms 1-2, force components in eV/Å:
C -0.5832 1.0743 -1.4233
C -0.6746 0.5569 -0.5704

Calculated values
E_HOMO (alpha / beta) in Eh: 0.0453 / -0.0343
ΔE to the lowest compared entry with this formula, charge and spin in kJ/mol: 29.4
E_LUMO (alpha / beta) in eV: 5.29 / 5.19
Largest force on an atom in Eh/bohr: 0.085
Total energy in eV: -72632.7112
Charge: -2
Multiplicity: 5


C16H26CaN7O6 as an isolated structure in a non-equilibrium geometry, computed with ωB97M-V/def2-TZVPD.

Atoms and positions in Å:
Ca  -0.051  -0.008  0.221
O  -0.891  -1.760  2.749
C  -0.640  -0.821  3.806
C  -1.415  0.459  3.595
N  -0.937  1.217  2.426
C  -2.075  1.817  1.689
C  -2.912  0.683  1.014
O  -4.114  0.792  0.905
O  -2.198  -0.360  0.664
C  0.217  2.090  2.757
C  1.568  1.410  2.443
O  2.441  1.344  3.295
O  1.620  0.960  1.231
H  -1.412  -1.303  2.062
H  0.430  -0.607  3.871
H  -0.942  -1.282  4.747
H  -1.365  1.081  4.496
H  -2.463  0.197  3.439
H  -1.687  2.465  0.902
H  -2.744  2.397  2.327
H  0.203  2.389  3.806
H  0.153  2.987  2.137
C  -0.764  -2.884  -0.838
C  0.567  -3.263  -0.149
N  1.187  -2.125  0.574
C  2.626  -1.884  0.343
C  2.863  -1.386  -1.093
N  1.876  -0.382  -1.531
C  1.280  -0.581  -2.854
C  0.197  -1.681  -2.818
N  -0.622  -1.628  -1.598
H  -1.538  -2.731  -0.082
H  -1.082  -3.724  -1.468
H  1.272  -3.608  -0.908
H  0.391  -4.105  0.522
H  0.990  -2.204  1.566
H  3.225  -2.785  0.520
H  2.952  -1.114  1.041
H  2.798  -2.230  -1.783
H  3.883  -1.004  -1.169
H  2.211  0.558  -1.382
H  2.027  -0.855  -3.610
H  0.832  0.363  -3.168
H  0.683  -2.661  -2.866
H  -0.431  -1.588  -3.703
H  -1.537  -1.235  -1.790
N  0.228  3.717  -1.494
C  -0.447  2.601  -1.866
O  -0.453  1.639  -1.046
C  -1.111  2.555  -3.111
C  -1.863  1.385  -3.454
N  -2.457  0.438  -3.741
C  -1.009  3.661  -4.018
N  -0.853  4.568  -4.717
H  0.866  3.594  -0.725
H  0.426  4.435  -2.170

Atoms 1-2, force components in eV/Å:
Ca 0.2999 -0.7074 0.0894
O 0.3853 0.1883 0.2815

Calculated values
E_HOMO in Eh: -0.2037
ΔE to the lowest compared entry with this formula, charge and spin in kJ/mol: 67.5
E_LUMO in eV: 2.59
Largest force on an atom in Eh/bohr: 0.035
Total energy in eV: -58176.0873
Charge: -1


One molecule with the formula C4H8N2O3S in a non-equilibrium geometry, computed with ωB97M-V/def2-TZVPD.

Atoms and positions in Å:
C  1.963  0.212  0.033
C  0.549  -0.018  -0.445
C  -0.179  -1.195  0.168
C  -1.701  -1.056  0.031
O  -2.460  -1.987  0.121
N  -2.040  0.236  -0.192
N  -3.329  0.721  -0.129
S  -0.543  1.337  0.086
O  -0.645  2.423  -0.838
O  -0.430  1.624  1.479
H  2.332  1.167  -0.334
H  2.621  -0.576  -0.332
H  1.997  0.227  1.121
H  0.472  -0.010  -1.531
H  0.024  -1.229  1.243
H  0.125  -2.151  -0.258
H  -3.411  1.525  -0.743
H  -3.587  0.980  0.823

Atoms 1-2, force components in eV/Å:
C 0.0743 0.1524 0.0854
C -0.4483 0.5942 0.3393

Calculated values
E_HOMO in Eh: -0.3617
ΔE to the lowest compared entry with this formula, charge and spin in kJ/mol: 65.3
E_LUMO in eV: 0.61
Largest force on an atom in Eh/bohr: 0.056
Total energy in eV: -24234.5437
SMILES: C[C@H]1CC(=O)N(N)S1(=O)=O


C33H40N4P2RuSe as an isolated structure in a non-equilibrium geometry, computed with ωB97M-V/def2-TZVPD.

Atoms and positions in Å:
Ru  -0.068  0.747  -1.479
C  -1.869  1.656  -6.764
C  -1.948  0.336  -6.582
C  -1.066  -0.662  -7.262
C  0.452  -0.339  -7.325
C  1.026  0.446  -6.187
C  0.797  1.737  -5.939
C  0.440  2.655  -7.064
C  -0.918  2.334  -7.712
C  1.267  1.056  0.091
H  -2.618  2.341  -6.357
H  -2.843  -0.112  -6.146
H  -1.401  -0.822  -8.307
H  -1.195  -1.626  -6.742
H  0.955  -1.320  -7.343
H  0.654  0.130  -8.300
H  1.930  -0.026  -5.781
H  1.060  2.210  -4.992
H  1.191  2.621  -7.869
H  0.403  3.677  -6.680
H  -1.377  3.291  -8.007
H  -0.776  1.736  -8.626
H  0.795  1.845  0.699
H  2.221  1.444  -0.282
H  1.441  0.201  0.760
P  1.513  -0.536  -2.399
P  -1.483  -0.814  -2.357
N  2.552  0.746  -2.970
N  2.625  -1.605  -1.630
N  -2.359  0.536  -3.181
N  -2.791  -1.787  -1.705
C  0.791  -1.426  -3.782
C  -0.680  -1.841  -3.605
C  2.279  2.082  -2.661
C  3.375  2.846  -2.999
C  4.336  1.965  -3.586
C  3.809  0.681  -3.557
C  3.505  -1.286  -0.581
C  4.185  -2.438  -0.212
C  3.713  -3.502  -1.048
C  2.761  -2.973  -1.898
C  -1.920  1.825  -2.977
C  -2.775  2.706  -3.592
C  -3.754  1.924  -4.250
C  -3.471  0.593  -3.997
C  -4.072  -2.033  -2.222
C  -4.795  -2.766  -1.291
C  -3.927  -3.005  -0.181
C  -2.714  -2.420  -0.461
H  1.433  -2.262  -4.074
H  0.811  -0.706  -4.602
H  -1.241  -1.742  -4.545
H  -0.741  -2.896  -3.302
H  1.338  2.327  -2.150
H  3.463  3.917  -2.831
H  5.297  2.256  -3.983
H  4.193  -0.269  -3.895
H  3.547  -0.284  -0.192
H  4.936  -2.498  0.563
H  4.040  -4.533  -1.038
H  2.151  -3.433  -2.659
H  -1.019  2.080  -2.389
H  -2.670  3.790  -3.567
H  -4.548  2.319  -4.873
H  -3.904  -0.320  -4.389
H  -4.346  -1.694  -3.201
H  -5.820  -3.084  -1.393
H  -4.177  -3.555  0.721
H  -1.791  -2.363  0.102
Se  -1.583  0.579  0.480
C  -0.958  0.197  2.264
C  -0.977  1.255  3.200
C  -0.541  1.053  4.508
C  -0.120  -0.217  4.928
C  -0.120  -1.276  4.012
C  -0.541  -1.079  2.691
H  -1.312  2.240  2.877
H  -0.522  1.891  5.209
H  0.211  -0.372  5.959
H  0.222  -2.262  4.336
H  -0.540  -1.899  1.974

Atoms 1-2, force components in eV/Å:
Ru -0.2423 -1.9246 2.3884
C -0.4620 0.5067 -0.1157

Calculated values
E_HOMO (alpha / beta) in Eh: -0.4734 / -0.4902
ΔE to the lowest compared entry with this formula, charge and spin in kJ/mol: 0.0
E_LUMO (alpha / beta) in eV: -6.42 / -9.62
Largest force on an atom in Eh/bohr: 0.060
Total energy in eV: -127314.3069
Charge: +2
Multiplicity: 5


Question: ΔE to the lowest compared entry with this formula, charge and spin of number 2 (C5H11NO3)?
Answer: 247.0 kJ/mol


Question: Look up the largest force on an atom of the eighth one.
Answer: 0.060 Eh/bohr


Question: What is the largest force on an atom in the second record?
Answer: 0.063 Eh/bohr


Question: Among the records above, which one has the lowest total energy?
Answer: C33H40N4P2RuSe